Density functional theory data (ωB97M-V/def2-TZVPD) for a structure of composition H24NeO12.

```
37
H24NeO12, DFT ωB97M-V/def2-TZVPD
Ne 2.14 12.21 -2.17
O -0.31 11.16 -1.23
H 0.08 10.82 -2.04
H -0.78 11.94 -1.50
O 1.18 12.80 -5.90
H 0.41 13.37 -5.95
H 1.80 13.18 -6.52
O 1.03 15.08 -2.21
H 1.44 14.71 -1.43
H 1.44 14.63 -2.95
O 0.76 9.31 -3.24
H 0.30 8.57 -2.84
H 1.66 9.01 -3.32
O 4.25 15.15 -1.78
H 4.11 16.04 -1.46
H 3.79 15.11 -2.61
O 1.66 11.53 0.77
H 1.05 11.43 0.04
H 1.12 11.44 1.55
O -1.65 13.88 -1.40
H -0.89 14.41 -1.15
H -2.29 14.05 -0.71
O 2.45 14.38 0.22
H 3.29 14.47 -0.22
H 2.36 13.43 0.36
O 4.07 10.61 -0.24
H 3.34 10.92 0.29
H 4.70 10.26 0.39
O 3.45 13.94 -4.26
H 3.96 13.13 -4.15
H 2.66 13.65 -4.72
O 3.65 9.57 -2.73
H 3.61 9.97 -1.86
H 4.15 10.19 -3.25
O 4.85 11.27 -4.53
H 5.71 11.03 -4.18
H 4.57 10.49 -5.02
```

HOMO: -10.874 eV
lowest unoccupied orbital energy: 0.27 eV
relative energy (zero: lowest compared OMol25 entry of this formula, charge and spin): 3.2 kcal per mole
orbital gap: 11.1 eV
total charge: 0

Löwdin population analysis, charges in e, atoms 1 to 6:
1. Ne 0.075
2. O -0.053
3. H 0.000
4. H 0.012
5. O -0.034
6. H 0.050


Density functional theory data (ωB97M-V/def2-TZVPD) for the molecule C28H39N5O6.

```
78
C28H39N5O6, DFT ωB97M-V/def2-TZVPD
C 0.97 0.76 6.11
C 0.65 1.32 4.73
C -0.82 1.10 4.40
C 1.57 0.67 3.70
C 1.39 1.18 2.26
N 2.33 0.53 1.38
C 1.97 -0.34 0.43
O 0.81 -0.67 0.22
C 3.12 -0.86 -0.33
N 4.38 -0.42 -0.03
C 5.19 -1.04 -0.84
N 4.52 -1.87 -1.67
C 3.20 -1.78 -1.37
C 2.26 -2.61 -2.16
O 2.70 -3.35 -3.03
N 0.97 -2.48 -1.82
C -0.10 -3.20 -2.48
C -0.95 -3.95 -1.45
C -1.76 -2.98 -0.59
N -2.56 -2.12 -1.44
C -3.90 -2.21 -1.60
O -4.52 -1.55 -2.41
O -4.44 -3.10 -0.74
C -5.87 -3.30 -0.70
C -6.58 -2.00 -0.34
C -6.06 -4.35 0.41
C -6.36 -3.85 -2.04
C -1.78 -1.32 -2.36
C -0.97 -2.23 -3.29
C 1.63 2.69 2.21
O 2.73 3.19 2.18
O 0.49 3.36 2.25
C 0.59 4.79 2.22
C 0.96 5.31 0.86
C 0.43 4.71 -0.28
C 0.77 5.18 -1.54
C 1.63 6.26 -1.66
C 2.15 6.86 -0.53
C 1.82 6.38 0.72
H 2.02 0.92 6.37
H 0.77 -0.31 6.14
H 0.36 1.23 6.87
H 0.85 2.40 4.75
H -1.10 1.63 3.49
H -1.45 1.46 5.21
H -1.02 0.04 4.26
H 1.41 -0.41 3.69
H 2.61 0.85 3.98
H 0.38 0.95 1.89
H 3.31 0.78 1.44
H 6.25 -0.91 -0.86
H 4.87 -2.47 -2.40
H 0.73 -1.83 -1.08
H 0.39 -3.91 -3.16
H -1.63 -4.61 -1.99
H -0.31 -4.56 -0.81
H -1.09 -2.34 0.00
H -2.42 -3.52 0.08
H -6.44 -1.27 -1.12
H -6.19 -1.61 0.60
H -7.65 -2.19 -0.22
H -5.68 -3.96 1.35
H -7.12 -4.58 0.52
H -5.52 -5.26 0.16
H -5.82 -4.76 -2.30
H -7.42 -4.07 -1.97
H -6.20 -3.11 -2.82
H -1.11 -0.67 -1.78
H -2.47 -0.70 -2.94
H -1.66 -2.81 -3.90
H -0.35 -1.63 -3.95
H 1.32 5.11 2.96
H -0.41 5.14 2.51
H -0.24 3.87 -0.18
H 0.36 4.71 -2.41
H 1.89 6.63 -2.64
H 2.83 7.70 -0.63
H 2.24 6.84 1.60
```

HOMO: -8.895 eV
SMILES: CC(C)C[C@H](NC(=O)c1nc[nH]c1C(=O)NC1CCN(C(=O)OC(C)(C)C)CC1)C(=O)OCc1ccccc1
lowest unoccupied orbital energy: 0.62 eV
relative energy (zero: lowest compared OMol25 entry of this formula, charge and spin): 3.6 kcal per mole
orbital gap: 9.5 eV
total charge: 0

Löwdin population analysis, charges in e, atoms 1 to 6:
1. C -0.078
2. C -0.427
3. C -0.064
4. C -0.109
5. C -0.199
6. N 0.130


Density functional theory data (ωB97M-V/def2-TZVPD) for a structure of composition C3H3FOY.

```
9
C3H3FOY, DFT ωB97M-V/def2-TZVPD
H -1.76 -1.33 1.12
H -2.84 -0.74 -0.33
O -1.28 1.62 0.02
C -1.94 -1.35 -0.22
C -0.74 -0.68 0.24
C -0.40 0.76 0.13
H -1.76 -2.03 -1.07
F 0.43 -1.42 0.04
Y 1.97 0.93 -0.48
```

HOMO (spin up / spin down): -16.262 / -17.706 eV
lowest unoccupied orbital energy (spin up / spin down): -10.40 / -10.49 eV
2S+1: 2
orbital gap (spin up / spin down): 5.9 / 7.2 eV
total charge: +2

Löwdin population analysis, charges in e, atoms 1 to 6:
1. H 0.303
2. H 0.138
3. O 0.075
4. C 0.181
5. C -0.248
6. C -0.378


Density functional theory data (ωB97M-V/def2-TZVPD) for a cluster of 4 separate species, C24H29BBrF24NO7P in total.

```
88
C24H29BBrF24NO7P, DFT ωB97M-V/def2-TZVPD
C -7.43 2.95 -3.12
C -7.88 1.61 -3.30
C -6.97 0.31 -3.03
C -5.44 0.64 -3.29
O -4.99 1.35 -2.10
B -3.56 1.58 -2.43
Br -3.52 3.26 -3.56
C -2.65 1.92 -1.10
C -3.50 2.12 0.24
C -3.61 0.65 0.92
C -4.76 0.58 2.01
O -4.61 -0.18 2.99
O -5.92 1.38 1.84
O -3.15 0.30 -3.07
C -4.35 -0.54 -3.26
P -4.12 -1.67 -4.75
N -4.11 -3.19 -4.24
H -7.13 3.26 -2.06
H -7.29 3.72 -3.94
H -8.98 1.48 -3.61
H -7.09 -0.09 -1.96
H -7.35 -0.46 -3.80
H -5.44 1.20 -4.28
H -2.00 0.99 -0.93
H -1.98 2.81 -1.36
H -4.52 2.61 0.10
H -2.90 2.81 0.93
H -3.76 -0.10 0.06
H -2.57 0.45 1.35
H -6.62 0.86 2.29
H -4.42 -1.11 -2.28
H -2.83 -1.38 -5.32
H -5.17 -1.47 -5.73
H -4.26 -3.19 -3.21
C 1.68 0.59 2.19
C 0.80 0.82 0.95
C 1.49 1.44 -0.26
F 1.96 2.68 -0.01
F 0.61 1.58 -1.29
F -0.29 1.54 1.31
F 0.33 -0.41 0.57
O 1.60 1.58 3.23
C 2.43 2.71 3.12
C 1.63 4.01 3.01
F 0.83 4.01 1.93
F 2.46 5.08 2.88
F 3.30 2.55 2.11
F 3.18 2.74 4.25
H 1.30 -0.32 2.67
H 2.71 0.35 1.94
H 2.31 0.82 -0.61
H 1.01 4.16 3.89
C 2.41 -1.00 -4.08
C 3.29 -0.69 -2.85
C 4.16 0.56 -2.95
F 5.07 0.48 -3.94
F 4.87 0.74 -1.80
F 4.03 -1.78 -2.55
F 2.43 -0.51 -1.80
O 2.90 -1.98 -5.00
C 3.78 -1.55 -6.01
C 5.16 -2.21 -5.91
F 5.76 -1.93 -4.73
F 5.99 -1.75 -6.88
F 3.84 -0.20 -6.03
F 3.21 -1.90 -7.19
H 1.49 -1.45 -3.69
H 2.07 -0.10 -4.59
H 3.55 1.46 -3.11
H 5.08 -3.29 -6.00
C 3.33 -2.18 7.52
C 2.54 -1.32 6.51
C 1.71 -2.08 5.47
F 2.47 -2.85 4.67
F 1.07 -1.21 4.66
F 3.40 -0.46 5.91
F 1.68 -0.55 7.23
O 4.72 -2.41 7.25
C 5.06 -3.48 6.40
C 5.77 -3.02 5.12
F 4.99 -2.19 4.40
F 6.06 -4.08 4.33
F 3.97 -4.23 6.16
F 5.90 -4.27 7.12
H 3.34 -1.62 8.45
H 2.81 -3.11 7.77
H 0.96 -2.71 5.95
H 6.70 -2.50 5.36
```

HOMO: -5.086 eV
lowest unoccupied orbital energy: 1.73 eV
orbital gap: 6.8 eV
total charge: -1

Löwdin population analysis, charges in e, atoms 1 to 6:
1. C -0.036
2. C -0.159
3. C -0.137
4. C -0.347
5. O -0.098
6. B -1.262


Density functional theory data (ωB97M-V/def2-TZVPD) for a structure of composition C5H17IN2Pd.

```
26
C5H17IN2Pd, DFT ωB97M-V/def2-TZVPD
C -2.18 0.70 -0.94
C -2.08 -0.80 -1.41
H -2.98 0.77 -0.22
H -2.42 1.29 -1.83
H -1.29 1.30 -0.51
H -1.52 -1.51 -0.73
H -3.09 -1.20 -1.19
H -1.78 -0.97 -2.44
Pd -0.43 -0.25 -0.47
C 0.71 -1.95 -0.98
H 0.05 -2.81 -0.79
H 1.68 -2.10 -0.50
H 0.84 -1.79 -2.07
I 0.24 3.47 -0.16
N 1.58 0.57 -0.35
C 2.07 0.50 1.06
C 0.95 0.81 2.03
N -0.22 -0.03 1.64
H 2.19 0.02 -0.95
H 1.59 1.56 -0.65
H 2.43 -0.52 1.22
H 2.90 1.21 1.20
H 1.25 0.56 3.06
H 0.65 1.86 1.98
H -0.08 -1.01 1.92
H -1.09 0.31 2.05
```

HOMO (spin up / spin down): -16.010 / -17.022 eV
lowest unoccupied orbital energy (spin up / spin down): -6.38 / -12.11 eV
2S+1: 5
relative energy (zero: lowest compared OMol25 entry of this formula, charge and spin): 4.4 kcal per mole
orbital gap (spin up / spin down): 9.6 / 4.9 eV
total charge: +2

Löwdin population analysis, charges in e, atoms 1 to 6:
1. C -0.196
2. C -0.211
3. H 0.111
4. H 0.125
5. H -0.041
6. H 0.034


Density functional theory data (ωB97M-V/def2-TZVPD) for a cluster of 3 separate species, C6H17ClN2O2P in total.

```
29
C6H17ClN2O2P, DFT ωB97M-V/def2-TZVPD
C -1.94 -0.88 0.91
C -2.18 -0.59 -1.63
C 1.66 1.67 -0.45
C -0.49 2.74 0.46
C -1.84 0.15 -0.20
C 0.20 1.58 -0.14
N 0.89 -3.05 1.20
N -0.45 0.48 -0.34
O 3.76 -2.19 1.20
O 1.76 -2.26 -1.02
P 1.53 -1.75 0.41
Cl 1.55 -4.07 -1.47
H -1.46 -0.53 1.82
H -2.82 -1.36 1.10
H -1.34 -1.75 0.65
H -1.99 -1.57 -1.39
H -1.58 -0.34 -2.56
H -3.21 -0.34 -1.92
H 2.10 0.75 -0.75
H 1.79 2.55 -1.15
H 2.21 2.02 0.42
H -1.30 3.13 -0.21
H 0.13 3.57 0.66
H -1.00 2.66 1.41
H -2.60 1.07 -0.03
H 4.14 -2.39 2.01
H 0.64 -2.88 2.17
H 0.87 -4.04 1.02
H 4.36 -2.13 0.52
```

HOMO: -11.951 eV
lowest unoccupied orbital energy: -6.36 eV
relative energy (zero: lowest compared OMol25 entry of this formula, charge and spin): 18.7 kcal per mole
orbital gap: 5.6 eV
total charge: +1

Löwdin population analysis, charges in e, atoms 1 to 6:
1. C -0.087
2. C -0.027
3. C -0.049
4. C -0.045
5. C -0.399
6. C -0.391